{"formula": "C4H9NOS", "method": "ωB97M-V with the def2-TZVPD basis set", "spin_multiplicity": 3, "orbital_gap_ev": [7.11, 6.79], "homo_ev": [-6.29, -8.90], "fmax_ev_per_a": 6.5, "charge": 0, "relative_energy_kj_mol": 223.57, "elements": ["S", "C", "C", "N", "H", "H", "C", "H", "H", "H", "H", "H", "O", "H", "C", "H"], "xyz": [[-2.004, -2.690, 2.492], [-1.381, -0.165, 2.490], [0.326, 0.124, -0.908], [-0.768, -0.132, -0.375], [2.172, 0.884, -0.560], [-2.340, 0.044, 1.805], [1.394, 0.430, 0.074], [-0.044, -0.041, -3.016], [-1.578, -0.172, -1.121], [1.560, 0.028, -2.826], [-0.561, 0.574, 2.789], [0.808, 1.498, -2.661], [-1.129, -1.365, 2.831], [0.970, 1.007, 0.966], [0.663, 0.439, -2.349], [1.912, -0.464, 0.368]], "forces_ev_per_angstrom": [[-0.1, 0.0, -0.1], [-2.3, 5.7, -1.9], [1.4, 1.5, -0.1], [-4.0, -0.7, -2.2], [0.0, 0.9, 1.0], [2.7, -0.2, 1.8], [1.0, 0.7, 0.0], [-0.8, 0.4, 0.0], [1.8, -0.2, 1.5], [0.5, -0.4, 1.1], [-1.6, -1.1, -0.7], [-0.7, -0.4, 0.9], [1.3, -4.4, 1.3], [1.0, -0.7, -1.4], [-0.1, -0.4, -1.8], [-0.1, -0.7, 0.7]]}



{"formula": "C4H9NOS", "method": "ωB97M-V with the def2-TZVPD basis set", "spin_multiplicity": 2, "orbital_gap_ev": [9.54, 4.09], "homo_ev": [-13.52, -13.34], "fmax_ev_per_a": 1.2, "charge": 1, "relative_energy_kj_mol": 86.36, "elements": ["C", "H", "H", "H", "C", "O", "H", "H", "H", "H", "H", "H", "C", "N", "S", "C"], "xyz": [[-0.002, -1.274, -1.095], [1.636, -0.134, -0.343], [-1.264, 0.424, 0.342], [0.964, -0.333, 2.014], [0.129, 1.982, 0.942], [0.735, 2.295, 1.930], [0.607, 0.776, -1.360], [-0.525, -0.083, 2.548], [0.688, -1.786, -1.769], [-0.142, 2.801, 0.244], [-1.518, -2.017, -2.830], [-0.287, -1.980, -0.316], [-0.209, 0.533, 0.648], [0.013, -0.371, 1.737], [-1.405, -0.867, -2.128], [0.580, 0.034, -0.565]], "forces_ev_per_angstrom": [[0.3, 0.4, -0.9], [0.0, -0.1, 0.3], [-0.1, 0.5, 0.2], [1.1, -0.1, 0.4], [0.4, 1.1, 0.5], [-0.1, -0.4, 0.0], [-0.1, 0.2, -0.2], [-0.1, -0.2, 0.0], [0.1, -0.2, 0.0], [-0.2, -0.5, -0.3], [0.0, 0.0, 0.1], [-0.2, -0.1, 0.4], [-0.1, -0.7, -0.6], [-1.0, 0.0, -0.1], [0.0, -0.1, 0.2], [0.1, 0.1, 0.0]]}